Entry 1:
5
Properties=species:S:1:pos:R:3:mulliken_charge:R:1 method="wB97M-V/def2-TZVPD" de_lowest_kcal_mol=72.5 charge=0 total_energy_ha=-477.996366 orbital_gap_ev=5.08
Sn -1.392 -0.225 2.176 0.961
O -0.418 1.007 -0.176 -0.624
O 1.066 0.239 -1.566 -0.550
O 0.361 -1.052 0.141 -0.660
C 0.383 0.031 -0.575 0.872

Entry 2:
86
Properties=species:S:1:pos:R:3:mulliken_charge:R:1 method="wB97M-V/def2-TZVPD" smiles="C[C@@H](Br)CC1=C(CCCCOC=O)C(=O)C(C[SH](=O)=O)=CC1=O.c1ccncc1.c1ccncc1.c1ccncc1.c1ccncc1" charge=0 total_energy_ha=-4999.522961 orbital_gap_ev=7.38
Br 1.467 -3.835 1.136 -0.159
S -5.184 2.154 -0.300 0.951
O 6.092 3.267 -0.584 -0.474
O -0.849 0.254 2.199 -0.480
O -5.377 3.653 -0.414 -0.606
O -6.460 1.397 -0.562 -0.616
O 4.136 3.304 0.729 -0.325
O -1.137 2.187 -2.657 -0.621
N -5.610 1.874 -6.896 -0.470
N 0.946 -2.474 5.874 -0.547
N 3.095 -4.016 9.018 -0.372
N 0.321 0.311 -5.951 -0.446
C 0.169 0.513 -1.340 0.370
C -2.238 0.669 -7.007 0.041
C 5.465 3.635 0.422 0.168
C -6.067 2.110 -5.656 -0.263
C 2.775 0.785 -1.937 -0.547
C 3.742 2.032 0.156 -0.379
C 1.522 0.255 5.937 -0.545
C -6.622 3.314 -5.255 -0.393
C 0.783 -0.284 4.893 -0.222
C 1.323 0.321 -2.413 -0.162
C -0.511 1.252 -5.477 -0.370
C 2.392 -4.671 9.954 -0.089
C -2.516 1.183 -0.913 0.460
C -1.398 -0.310 -7.518 -0.538
C 0.522 -1.641 4.910 -0.312
C 2.536 -2.680 -1.291 -1.029
C 2.813 2.183 -1.156 -0.243
C 3.963 -6.454 10.061 -0.087
C 2.780 -5.881 10.505 -0.578
C 1.971 -0.581 6.949 -0.364
C -6.708 4.339 -6.186 -0.220
C -6.241 4.123 -7.474 -0.423
C -0.137 -0.449 -6.958 -0.293
C -0.984 0.276 0.942 -0.438
C -2.414 0.623 0.376 -0.874
C -3.932 1.578 -1.534 -0.456
C -1.136 1.369 -1.708 0.583
C -1.789 1.467 -5.965 -0.608
C 0.241 -0.051 -0.048 0.504
C -5.706 2.881 -7.777 -0.157
C 1.337 -2.390 -0.272 -0.088
C 4.236 -4.590 8.608 -0.151
C 1.422 -0.973 0.498 -0.345
C 4.709 -5.799 9.093 -0.570
C 1.661 -1.929 6.871 -0.171
H 4.785 -4.039 7.852 0.351
H -6.291 4.900 -8.226 0.368
H 2.550 -0.194 7.779 0.388
H -6.978 3.448 -4.241 0.406
H -4.832 1.909 1.021 0.176
H 3.094 1.509 0.940 0.058
H -1.715 -0.951 -8.331 0.382
H 1.798 2.640 -0.935 0.207
H 3.367 2.944 -1.819 0.355
H -3.743 2.470 -2.237 0.328
H -2.419 2.240 -5.542 0.482
H -5.976 1.279 -4.964 0.437
H -7.135 5.297 -5.910 0.369
H 1.473 -4.185 10.266 0.351
H 3.392 0.936 -2.897 0.502
H -0.056 -2.108 4.117 0.463
H 3.461 -2.092 -0.999 0.258
H 0.417 0.337 4.086 0.528
H 1.994 -2.625 7.637 0.482
H 5.636 -6.217 8.722 0.346
H 1.048 0.996 -3.303 -0.133
H -3.300 0.438 1.074 0.364
H -3.232 0.809 -7.416 0.358
H -5.331 2.662 -8.771 0.358
H -0.116 1.852 -4.667 0.715
H 1.178 -1.187 1.601 0.164
H 0.300 -2.536 -0.728 0.493
H -4.330 0.746 -2.215 0.360
H 4.623 1.322 -0.037 0.359
H 2.173 -6.364 11.260 0.346
H 3.350 -0.003 -1.340 -0.116
H 1.747 1.316 5.960 0.413
H 4.300 -7.401 10.467 0.359
H 0.554 -1.203 -7.321 0.363
H 2.447 -0.492 0.496 0.138
H 5.996 4.347 1.137 0.346
H 2.247 -2.574 -2.391 0.189
H 1.301 -0.743 -2.847 0.203
H 2.813 -3.788 -1.162 0.441

Entry 3:
88
Properties=species:S:1:pos:R:3:lowdin_spin:R:1 method="wB97M-V/def2-TZVPD" spin_multiplicity=6 de_lowest_kcal_mol=84.3 charge=+1 total_energy_ha=-5510.040208 orbital_gap_ev="5.10 / 3.07"
Ru 15.361 11.704 7.032 1.491
Br 16.870 11.637 5.018 0.002
S 14.429 12.080 11.561 0.042
S 11.614 8.231 7.636 0.347
O 10.615 13.843 9.240 0.136
O 9.226 15.472 5.642 0.001
O 15.216 17.042 5.898 0.001
N 12.275 13.921 7.333 0.324
N 14.006 14.758 5.916 0.017
N 11.967 15.827 5.930 0.017
N 14.863 11.611 9.062 0.010
N 13.231 10.935 7.036 0.112
C 19.408 10.384 5.807 -0.001
C 9.614 16.256 6.653 0.001
C 9.790 11.325 6.015 0.406
C 15.889 16.075 6.571 0.003
C 9.235 18.155 8.097 0.000
C 20.108 9.337 6.455 0.001
C 8.727 16.983 7.515 0.000
C 11.246 13.038 7.211 0.192
C 18.048 10.466 5.986 0.008
C 19.397 8.330 7.069 -0.001
C 15.860 7.490 7.803 0.006
C 17.987 8.428 7.213 0.002
C 13.163 11.330 10.673 0.106
C 11.497 17.475 7.635 0.000
C 11.020 16.489 6.747 0.001
C 7.834 15.096 5.496 0.001
C 10.614 18.403 8.182 0.000
C 15.881 13.604 7.037 0.081
C 15.208 8.658 7.364 0.022
C 15.457 12.054 10.139 0.004
C 17.154 16.217 7.151 -0.001
C 10.022 13.544 10.478 0.011
C 12.314 11.034 6.048 0.263
C 11.116 12.036 6.060 0.097
C 17.316 9.601 6.818 0.015
C 15.960 9.776 7.071 0.072
C 15.267 14.783 6.569 0.030
C 17.799 15.049 7.574 0.002
C 11.625 9.696 8.450 0.070
C 12.730 14.778 6.482 0.046
C 10.277 13.028 8.228 0.255
C 12.392 10.226 4.802 0.032
C 12.741 10.580 8.299 0.219
C 16.884 12.473 10.306 0.002
C 15.778 18.378 6.024 0.001
C 9.009 12.407 8.081 0.326
C 8.778 11.573 6.945 0.090
C 17.212 13.791 7.497 0.021
C 17.228 7.364 7.724 0.002
C 13.546 11.121 9.362 0.001
H 7.740 11.212 6.781 -0.001
H 15.287 6.620 8.114 0.002
H 15.296 18.970 5.268 0.000
H 8.927 13.605 10.441 0.003
H 7.218 15.987 5.321 0.000
H 11.953 9.204 4.884 0.015
H 17.193 12.369 11.375 0.000
H 21.210 9.276 6.448 0.000
H 12.215 10.984 11.068 0.004
H 8.203 12.623 8.791 0.014
H 7.673 16.667 7.581 0.000
H 13.478 10.065 4.562 0.004
H 9.666 10.515 5.325 0.018
H 15.570 18.778 7.025 0.000
H 12.584 17.571 7.789 0.000
H 11.848 10.776 4.005 0.003
H 14.069 15.371 5.100 0.000
H 7.782 14.462 4.618 0.000
H 17.701 17.189 7.258 0.000
H 18.838 15.155 7.898 0.000
H 7.500 14.536 6.386 0.001
H 14.118 8.644 7.350 0.001
H 10.310 12.521 10.801 0.004
H 17.735 6.441 8.021 0.000
H 8.563 18.893 8.484 0.000
H 17.543 11.809 9.720 0.001
H 12.474 16.503 5.352 0.002
H 19.922 11.142 5.220 0.000
H 10.957 19.345 8.606 0.000
H 17.015 13.516 9.991 0.000
H 19.854 7.383 7.427 0.000
H 11.302 12.558 5.093 0.033
H 17.888 12.945 7.754 0.007
H 16.899 18.394 5.832 0.000
H 10.463 14.290 11.155 0.000
H 10.851 10.007 9.187 0.006

Entry 4:
134
Properties=species:S:1:pos:R:3:mulliken_charge:R:1 method="wB97M-V/def2-TZVPD" charge=+1 total_energy_ha=-3059.529911 orbital_gap_ev=7.94
P 1.447 -0.466 -3.036 1.422
O -0.687 -0.747 0.093 -0.190
O 6.889 -2.112 -0.653 -0.518
O 1.177 -1.882 1.502 -0.508
O 9.900 0.941 -1.009 -0.595
N 4.257 -5.361 0.284 -0.603
N 0.333 0.019 -4.104 -0.972
N 3.189 -0.696 -0.071 1.013
N -9.629 2.557 4.295 -0.498
N 7.692 1.984 -0.545 0.433
N -6.368 0.972 -0.128 -0.503
N 14.087 1.216 1.590 -0.449
N -11.896 -0.859 8.635 -0.462
N -13.817 -1.746 -2.778 -0.462
N 4.771 0.036 2.685 -0.592
N 3.260 -2.350 -5.299 -0.548
N -4.754 0.539 3.293 -0.519
N -11.113 -0.147 2.308 -0.535
C 4.189 -0.277 -1.166 -0.483
C -12.968 -2.821 6.981 -0.699
C 3.269 -1.493 -6.224 0.619
C -11.106 1.411 6.354 -0.694
C 3.431 1.025 -1.810 -1.072
C 5.614 -2.586 -1.210 -0.239
C 1.793 0.753 -1.608 0.714
C 7.000 2.848 0.485 -0.899
C 3.279 -0.460 -7.339 -0.795
C 5.187 2.742 -2.938 -0.701
C -8.552 1.842 1.358 -0.597
C -3.372 -1.124 1.544 -0.202
C -3.331 3.070 0.439 0.530
C 1.511 -4.013 0.002 -0.323
C 4.101 -0.484 3.619 0.606
C 3.294 -1.110 4.744 -0.758
C -10.299 2.037 5.229 0.375
C 4.828 -1.435 -2.134 -0.227
C 9.062 1.519 -0.103 0.351
C 4.884 -6.115 -0.509 0.537
C -1.715 2.235 -1.791 -0.248
C -4.818 3.383 1.100 -0.722
C 7.723 2.774 -1.834 -1.071
C 1.213 2.285 -1.662 -0.702
C -14.830 -1.142 -2.332 0.415
C -4.127 -0.215 2.500 0.248
C -12.382 -1.749 7.885 0.399
C -1.895 3.322 1.243 -0.616
C -16.051 -0.413 -1.795 -0.708
C -0.402 3.046 0.550 -0.472
C -0.282 2.488 -1.022 0.433
C -11.362 -0.341 1.087 0.428
C 13.838 1.022 0.369 0.343
C 3.948 1.682 -3.219 -0.265
C -7.358 1.366 0.546 0.366
C 0.649 -3.209 1.153 -0.271
C 6.652 2.005 -2.863 0.288
C -11.662 -0.574 -0.385 -0.557
C 9.652 1.594 1.443 -0.940
C 1.907 0.163 -0.052 -0.694
C -3.212 2.507 -1.097 -0.568
C 5.639 -7.024 -1.465 -0.874
C 13.538 0.789 -1.102 -0.534
B 0.735 -0.849 0.500 0.503
H 3.645 -0.890 0.861 0.252
H 6.081 3.465 0.059 0.278
H 5.275 -8.051 -1.369 0.338
H 6.708 -7.002 -1.235 0.286
H 8.781 2.904 -2.315 0.357
H 5.620 -1.012 -2.906 0.242
H 5.012 3.387 -1.952 0.155
H 14.126 -0.056 -1.473 0.271
H -12.167 1.398 6.089 0.272
H 4.852 -3.004 -0.423 0.197
H 3.721 1.877 -1.026 0.343
H -13.914 -3.182 7.394 0.276
H -16.763 -1.134 -1.383 0.267
H 1.141 2.640 -2.799 0.427
H -3.521 -0.788 0.514 0.201
H 0.742 -3.870 2.143 0.328
H 4.096 -0.670 -8.035 0.344
H 1.151 -5.132 -0.140 0.417
H -0.758 -0.450 -0.861 0.217
H 2.331 -0.491 -7.884 0.295
H 10.548 2.372 1.557 0.267
H 4.322 0.891 -4.013 0.208
H -13.149 -2.410 5.984 0.258
H 2.233 -1.123 4.480 0.201
H 7.281 3.874 -1.715 0.395
H 3.101 2.317 -3.762 0.263
H -16.535 0.147 -2.599 0.278
H 2.683 -3.938 0.203 0.005
H 0.022 0.971 -3.814 0.226
H 13.793 1.681 -1.681 0.250
H 7.147 1.874 -3.918 0.385
H -11.074 -1.419 -0.756 0.294
H -3.735 -2.151 1.640 0.390
H 10.153 0.530 1.642 0.310
H -2.011 3.747 2.347 0.253
H 3.424 -0.533 5.663 0.337
H 1.338 -3.458 -1.030 -0.046
H 3.417 0.540 -6.920 0.222
H -2.303 -1.102 1.774 -0.116
H -15.753 0.283 -1.006 0.268
H 6.518 0.915 -2.422 -0.274
H 2.846 -1.613 -0.486 -0.080
H 2.666 -0.722 -3.815 -0.431
H -8.219 2.519 2.149 0.342
H -11.407 0.318 -0.963 0.281
H 0.535 3.300 1.219 0.219
H -4.205 2.311 -1.705 0.237
H 2.253 1.079 0.595 0.280
H -9.058 0.986 1.813 0.048
H 5.490 -6.688 -2.495 0.276
H 5.815 -3.484 -1.970 0.218
H -10.976 1.989 7.273 0.339
H 5.166 0.191 -0.674 -0.120
H 12.475 0.569 -1.236 0.141
H -5.237 2.515 1.764 -0.033
H -12.725 -0.794 -0.518 0.057
H -9.257 2.370 0.711 0.375
H 1.913 3.090 -1.139 0.389
H 1.021 -1.720 -2.412 -0.116
H 8.827 1.716 2.264 0.315
H -5.535 3.607 0.174 0.254
H 4.015 -2.058 -2.746 0.160
H -12.272 -3.661 6.899 0.260
H 5.252 3.529 -3.830 0.312
H -0.488 -3.232 0.866 0.190
H 6.983 -2.626 0.223 0.348
H 7.708 3.564 1.083 0.336
H -1.744 1.869 -2.904 0.141
H 3.630 -2.136 4.918 0.290
H -10.770 0.385 6.527 0.158
H 6.522 2.098 1.280 0.156
H -4.751 4.412 1.689 0.386

Entry 5:
45
Properties=species:S:1:pos:R:3:lowdin_spin:R:1 method="wB97M-V/def2-TZVPD" spin_multiplicity=2 de_lowest_kcal_mol=5.1 charge=0 total_energy_ha=-2316.961522 orbital_gap_ev="5.05 / 6.88"
Y 0.503 0.306 0.158 0.045
S -1.986 3.479 0.765 0.036
P -1.587 -2.045 1.579 0.001
P 1.366 -1.519 2.267 0.000
O 1.109 -0.072 2.615 0.001
O -1.534 -3.164 0.464 -0.001
O 2.457 -2.211 3.209 0.000
O -1.327 -0.693 0.959 0.004
O 1.650 -1.692 0.803 0.002
O -2.723 -2.219 2.522 0.000
N 0.479 1.779 -1.654 0.128
N -0.097 1.417 -2.795 0.400
N -0.645 -1.849 4.026 0.000
C 1.458 3.576 -0.435 0.031
C -0.182 4.100 -2.126 0.026
C -0.136 -2.439 2.726 0.000
C 1.487 4.904 -0.041 0.000
C -0.695 -0.428 -4.157 0.066
C -0.375 -2.687 -3.412 0.080
C -0.780 -1.786 -4.394 -0.007
C 0.078 -2.207 -2.185 -0.003
C 0.594 3.144 -1.455 0.015
C 0.145 -0.845 -1.876 0.076
C 0.040 -3.942 2.881 0.000
C -0.989 2.343 0.789 0.047
C -0.217 0.041 -2.922 0.010
C 0.673 5.834 -0.668 0.036
C -0.142 5.421 -1.724 0.000
H -0.407 -3.753 -3.607 0.005
H 2.139 2.862 0.025 0.004
H 0.748 -4.176 3.679 0.000
H -0.919 -4.422 3.084 0.000
H -1.687 -1.973 3.956 0.000
H -0.760 6.149 -2.235 -0.001
H -0.827 3.769 -2.927 0.004
H -1.144 -2.147 -5.348 -0.002
H 2.156 5.212 0.753 -0.001
H 3.366 -1.965 2.996 0.000
H -1.210 -2.824 -0.393 -0.001
H 0.437 -2.937 -1.457 -0.002
H 0.429 -4.352 1.951 0.000
H -0.980 0.290 -4.917 0.002
H 0.693 6.873 -0.366 0.002
H -0.245 -2.305 4.844 0.000
H -0.417 -0.848 4.043 0.000

| no. | largest force on an atom (Eh/bohr) |
| --- | --- |
| 1 | 0.0994 |
| 2 | 0.1175 |
| 3 | 0.0671 |
| 4 | 0.2008 |
| 5 | 0.0044 |